(1)
The following is a quantum chemistry calculation of an isolated molecule of C4H11BS at a distorted geometry, from the OMol25 dataset.

**SMILES string**: BSCCCC
**HOMO-LUMO gap**: 10.6 eV
**Lowest unoccupied orbital energy**: 0.621 eV
**HOMO**: -9.9471 eV

Atoms and positions in Å:
1 B 2.07385 -0.06841 2.57577
2 S 1.48060 -1.34395 1.60399
3 C -0.30611 -0.47165 1.16048
4 C -0.28559 0.71228 0.12288
5 C 0.11967 0.41391 -1.35510
6 C -0.83644 -0.48340 -2.16791
7 H 1.66525 1.09350 2.47152
8 H 3.07617 -0.40008 3.19720
9 H -0.53797 -0.19749 2.12935
10 H -1.04923 -1.29375 1.03993
11 H -1.33869 1.04832 0.02738
12 H 0.36534 1.42083 0.53593
13 H 0.22322 1.33085 -1.76094
14 H 1.01444 -0.00224 -1.48934
15 H -1.03651 -1.41650 -1.66152
16 H -0.62987 -0.61997 -3.23044
17 H -1.81105 0.05032 -2.08672

(2)
The following is a quantum chemistry calculation of an isolated molecule of C2H6N4O4 at a distorted geometry, from the OMol25 dataset.

**SMILES string**: NCC(N)([N+](=O)[O-])[N+](=O)[O-]
**HOMO-LUMO gap**: 9.1 eV
**Lowest unoccupied orbital energy**: -0.343 eV
**HOMO**: -9.4589 eV

Atoms and positions in Å:
1 N 0.71097 -0.66200 -1.78135
2 C -0.23184 -0.88449 -0.79950
3 C -0.14582 0.18639 0.43584
4 N -1.05067 -0.40845 1.50114
5 N 1.31882 0.30339 0.86037
6 O 1.52909 0.05286 1.99092
7 O 2.13879 0.51601 -0.01003
8 N -0.74094 1.44754 -0.16211
9 O 0.03844 2.09192 -0.88766
10 O -1.88662 1.62848 0.11349
11 H 0.42415 -0.04297 -2.48079
12 H 1.56524 -0.56354 -1.30255
13 H -0.13268 -1.90315 -0.27687
14 H -1.25959 -0.73424 -1.20133
15 H -0.64237 -1.25349 1.93981
16 H -1.63496 0.22575 2.06062

(3)
The following is a quantum chemistry calculation of a 2-piece molecular cluster, C6H7N3S overall at a distorted geometry, from the OMol25 dataset.

**SMILES string**: C/C=N/c1nccs1.C#N
**HOMO-LUMO gap**: 9.0 eV
**Lowest unoccupied orbital energy**: 0.026 eV
**HOMO**: -8.9542 eV

Atoms and positions in Å:
1 C 2.01485 -1.44223 0.02271
2 C 0.63878 -1.04660 0.34317
3 N 0.17260 0.13072 0.09606
4 C -1.15699 0.47439 0.09510
5 N -1.42904 1.75862 0.17023
6 C -2.78856 2.04566 0.11601
7 C -3.51584 0.88359 0.00798
8 S -2.51358 -0.54841 -0.10502
9 H 1.87579 -2.31176 -0.58396
10 H 2.51970 -1.83103 0.93057
11 H 2.58571 -0.46878 -0.35762
12 H 0.04263 -1.78611 0.84906
13 H -3.13884 3.02620 0.07759
14 H -4.57243 0.78270 -0.24119
15 C 2.14161 2.28724 -0.44324
16 N 3.12821 2.33689 0.14943
17 H 1.34723 1.93097 -0.93695

(4)
The following is a quantum chemistry calculation of an isolated molecule of C8H13NO2 at a distorted geometry, from the OMol25 dataset.

**SMILES string**: CC1(C)CCCC=C1[N+](=O)[O-]
**HOMO-LUMO gap (alpha / beta)**: 7.6 / 8.4 eV
**Lowest unoccupied orbital energy (alpha / beta)**: -1.070 / -0.386 eV
**HOMO (alpha / beta)**: -8.6298 / -8.8150 eV

Atoms and positions in Å:
1 C -1.53367 -1.32854 0.18448
2 C -0.35672 -0.38544 0.68034
3 C -0.30132 -0.42453 2.15339
4 C -0.63609 1.09424 0.25090
5 C -0.54243 1.53327 -1.18106
6 C 0.54566 1.13445 -2.05611
7 C 1.45267 0.15923 -1.49831
8 C 0.93708 -0.71311 -0.01355
9 N 1.94639 -1.41516 0.62136
10 O 3.06345 -0.99506 0.21912
11 O 1.69894 -2.24470 1.46927
12 H -2.45356 -0.80667 0.66495
13 H -1.37874 -2.33386 0.65030
14 H -1.90522 -1.36219 -0.87367
15 H -1.18571 -0.07132 2.62799
16 H 0.56187 0.18249 2.46869
17 H -0.16106 -1.36274 2.46982
18 H 0.19063 1.68231 0.70813
19 H -1.55202 1.42733 0.63746
20 H -0.47365 2.60944 -1.09210
21 H -1.42625 1.20349 -1.73152
22 H 1.21709 1.95866 -2.23926
23 H 0.06494 0.88773 -3.03809
24 H 2.22772 -0.42930 -2.08252

(5)
The following is a quantum chemistry calculation of an isolated ion of composition C4H5F2N2 and charge +1 at a distorted geometry, from the OMol25 dataset.

**SMILES string**: N#C/C(F)=C(\F)C[NH3+]
**HOMO-LUMO gap (alpha / beta)**: 8.3 / 8.3 eV
**Lowest unoccupied orbital energy (alpha / beta)**: -4.886 / -4.887 eV
**HOMO (alpha / beta)**: -13.1867 / -13.1818 eV
**Net charge**: +1

Atoms and positions in Å:
1 N -3.70689 -3.54354 -0.63614
2 C -2.92056 -3.05083 0.06192
3 C -2.12451 -2.22057 0.79751
4 F -1.76324 -2.21230 2.04426
5 C -1.48284 -1.09013 -0.13002
6 F -1.86551 -1.16885 -1.36456
7 C -0.64165 0.08999 0.17289
8 N 0.28847 0.39970 -1.00893
9 H -0.01019 -0.15679 1.11254
10 H -1.16749 0.96641 0.39902
11 H 0.54486 -0.50963 -1.43782
12 H 1.01355 0.91420 -0.64725
13 H -0.15513 0.99923 -1.72178

(6)
The following is a quantum chemistry calculation of an isolated molecule of C4H12O2S2Si at a distorted geometry, from the OMol25 dataset.

**SMILES string**: COC(OC)[SiH2]CSS
**HOMO-LUMO gap**: 9.5 eV
**Lowest unoccupied orbital energy**: 0.448 eV
**HOMO**: -9.0745 eV

Atoms and positions in Å:
1 C 2.07361 -2.46081 0.12374
2 O 1.18164 -1.27773 0.20490
3 C 0.38901 -0.91094 -0.84173
4 O 0.96735 -0.07148 -1.74451
5 C 1.53639 1.16133 -1.38190
6 Si -1.40063 -0.34488 -0.41548
7 C -1.59224 0.86362 1.12085
8 S -3.20083 1.76905 0.99285
9 S -3.32041 2.46895 2.97852
10 H 2.65189 -2.53038 1.08912
11 H 2.85541 -2.47496 -0.70752
12 H 1.52473 -3.41867 0.16037
13 H 0.30678 -1.81374 -1.53716
14 H 0.70842 1.93783 -1.34616
15 H 2.26250 1.51623 -2.12730
16 H 2.21722 1.00877 -0.47081
17 H -1.99389 -1.72176 -0.19087
18 H -1.74891 0.46871 -1.72040
19 H -0.82871 1.64608 0.99594
20 H -1.66409 0.49074 2.11099
21 H -2.92525 3.69403 2.70657

(7)
The following is a quantum chemistry calculation of C16H17CuIN6S as an isolated structure at a distorted geometry, from the OMol25 dataset.

**HOMO-LUMO gap (alpha / beta)**: 7.2 / 7.2 eV
**Multiplicity**: 2
**Lowest unoccupied orbital energy (alpha / beta)**: -0.952 / -0.913 eV
**HOMO (alpha / beta)**: -8.1079 / -8.0847 eV

Atoms and positions in Å:
1 Cu 6.08066 11.67826 8.34503
2 C 8.62642 8.58282 12.90237
3 C 8.25132 8.35605 11.45025
4 N 8.71900 9.42181 10.57007
5 C 8.10534 10.53708 10.12851
6 S 6.37925 10.52096 10.20775
7 N 8.85639 11.39699 9.38215
8 N 8.05888 12.19842 8.64030
9 C 8.58078 13.13907 7.89457
10 C 10.03054 13.62668 8.02015
11 C 7.64068 13.74222 7.00302
12 C 7.75248 14.96484 6.22655
13 C 6.73659 15.40623 5.40240
14 C 5.45140 14.79196 5.48627
15 C 5.30444 13.58410 6.13542
16 N 6.35796 13.17389 6.92726
17 H 9.34618 9.39002 13.05473
18 H 8.88114 7.62966 13.41180
19 H 7.72215 9.06521 13.34920
20 H 7.13528 8.33733 11.34392
21 H 8.68666 7.47485 11.09894
22 H 9.69792 9.41947 10.31735
23 H 10.52820 13.01656 8.76716
24 H 10.07139 14.73124 8.24438
25 H 10.46099 13.47583 6.99872
26 H 8.74550 15.44709 6.25652
27 H 6.91406 16.21397 4.63879
28 H 4.60677 15.08658 4.85970
29 H 4.35259 13.09228 6.27530
30 N 3.01375 11.67047 8.61451
31 C 4.15019 11.69548 8.34497
32 I 5.03203 8.14386 6.05465
33 C 7.20697 8.35761 5.98978
34 C 8.04077 7.35182 6.54585
35 C 9.35645 7.53099 6.21095
36 C 9.82204 8.62727 5.54120
37 C 8.85900 9.56918 5.14468
38 N 7.57017 9.45390 5.39194
39 H 7.59171 6.49822 6.99600
40 H 10.07200 6.72467 6.48286
41 H 10.83383 8.82431 5.30193
42 H 9.24539 10.44664 4.61100

(8)
The following is a quantum chemistry calculation of C26H21AuBrN5 as an isolated structure, from the OMol25 dataset.

**HOMO-LUMO gap**: 6.7 eV
**Lowest unoccupied orbital energy**: -7.252 eV
**HOMO**: -13.9346 eV
**Net charge**: +2

Atoms and positions in Å:
1 Au -0.24110 -0.10452 0.14033
2 C 2.90592 0.10699 1.42326
3 N 2.41113 0.33094 0.07691
4 C 2.53450 1.69015 -0.44672
5 C 1.27927 2.49014 -0.24065
6 N 0.07284 1.98992 -0.04797
7 C -0.81430 3.06376 0.02270
8 C -2.18647 3.09999 0.25039
9 C -2.78422 4.34318 0.26862
10 C -2.04410 5.52064 0.07719
11 C -0.68014 5.49345 -0.12942
12 C -0.08510 4.23902 -0.14859
13 N 1.23699 3.83090 -0.30376
14 C 1.76052 0.06284 2.38798
15 N 0.49006 -0.01118 2.04751
16 C -0.26895 -0.09998 3.21384
17 C -1.64120 -0.20025 3.40657
18 C -2.08299 -0.26232 4.71144
19 C -1.18780 -0.22115 5.79295
20 C 0.17534 -0.11872 5.60557
21 C 0.61472 -0.06151 4.28938
22 N 1.88451 0.04410 3.72226
23 H 3.43639 -0.84739 1.46745
24 H 3.62385 0.87198 1.73749
25 H 2.86227 -0.30876 -0.56113
26 H 3.38254 2.22412 -0.00651
27 H 2.72087 1.63291 -1.52124
28 H -2.75826 2.19709 0.41845
29 H -3.84938 4.41651 0.43977
30 H -2.55498 6.47304 0.09845
31 H -0.10870 6.40105 -0.26813
32 H 2.02612 4.43642 -0.46769
33 H -2.32640 -0.23302 2.56846
34 H -3.14239 -0.34359 4.91119
35 H -1.57803 -0.27122 6.79984
36 H 0.86136 -0.08571 6.44093
37 H 2.75466 0.09442 4.22970
38 Br -2.16895 -0.24904 -1.41908
39 C -2.63638 -2.04352 -0.88468
40 C -3.78652 -2.59045 -1.34844
41 C -4.04253 -3.94105 -1.02318
42 C -3.12044 -4.66660 -0.32400
43 C -1.90696 -4.08423 0.11940
44 C -0.88992 -4.84222 0.74926
45 C 0.29850 -4.26456 1.08978
46 C 0.50348 -2.88110 0.88903
47 C -0.47182 -2.11620 0.32289
48 C -1.67726 -2.70425 -0.12010
49 H -4.48127 -2.02908 -1.95861
50 H -4.95944 -4.39982 -1.36512
51 H -3.29631 -5.71452 -0.11859
52 H -1.05967 -5.89588 0.92854
53 H 1.08423 -4.85593 1.53932
54 H 1.43302 -2.43828 1.22306